Arrangement i

{"formula": "C3H8Cl2NP", "method": "wB97M-V/def2-TZVPD", "elements": ["C", "C", "C", "N", "P", "Cl", "Cl", "H", "H", "H", "H", "H", "H", "H", "H"], "coordinates": [[-0.96793, -0.32761, -1.38016], [-1.44427, 0.54777, 0.98587], [-0.72820, -0.39921, 0.07781], [1.07484, 0.07055, 0.48663], [2.28041, -0.26683, -0.58504], [3.20477, 1.53802, -0.36129], [3.65416, -1.25112, 0.55200], [-2.00123, -0.63249, -1.74633], [-0.71164, 0.68912, -1.69832], [-0.16871, -1.04566, -1.85901], [-1.14941, 0.24693, 1.96164], [-2.58644, 0.73126, 0.87277], [-1.22182, 1.62009, 0.68583], [-0.45000, -1.39965, 0.46053], [1.21547, -0.12116, 1.54707]], "e_lumo_ev": 0.7, "molar_mass_g_mol": 160.0, "e_homo_ha": -0.3365, "orbital_gap_ev": 9.8628}

***

Arrangement ii

{"formula": "C3H8Cl2NP", "method": "wB97M-V/def2-TZVPD", "elements": ["C", "C", "C", "N", "P", "Cl", "Cl", "H", "H", "H", "H", "H", "H", "H", "H"], "coordinates": [[-0.93800, -0.59541, -1.61827], [0.22348, -1.09130, 0.51266], [1.13545, 2.35264, 0.89976], [0.22395, -0.40895, -0.73223], [1.36194, 0.70168, -1.12284], [-0.40496, 2.11101, 1.56577], [3.00516, -0.11291, -0.23280], [-1.15260, -1.71868, -1.82466], [-1.90174, -0.24881, -1.42347], [-0.56972, -0.10057, -2.48565], [0.56296, -0.45215, 1.31383], [-0.91020, -1.28437, 0.59073], [0.85472, -1.99645, 0.58763], [1.76595, 2.01932, 1.57897], [1.34262, 3.23568, 0.39699]], "e_lumo_ev": 0.4, "molar_mass_g_mol": 160.0, "e_homo_ha": -0.2796, "orbital_gap_ev": 7.9726}

***

Verdict on stability: arrangement ii comes out at the bottom.

***

Arrangement i

{"formula": "C3H11N3", "method": "wB97M-V/def2-TZVPD", "elements": ["H", "N", "C", "N", "H", "H", "H", "C", "C", "N", "H", "H", "H", "H", "H", "H", "H"], "coordinates": [[-1.89459, -2.39795, 0.51752], [-2.84497, -2.24128, 0.29469], [-2.87076, -1.74127, -0.86241], [-3.44265, -2.38928, -2.00609], [-2.45234, -0.75655, -1.04525], [-3.05311, -1.97768, -2.95003], [-3.68604, -3.39333, -1.89967], [1.50907, 0.72097, 0.06191], [2.16512, 1.94086, 0.58228], [2.71445, 1.71232, 2.05613], [1.10765, 0.08168, 0.88792], [2.16949, 0.01107, -0.57218], [0.67128, 0.87033, -0.67611], [1.59453, 2.89506, 0.54623], [3.02886, 2.26630, 0.07018], [3.25594, 2.59338, 2.21886], [2.02808, 1.80537, 2.77600]], "e_lumo_ev": 0.8, "molar_mass_g_mol": 89.1, "e_homo_ha": -0.3078, "orbital_gap_ev": 9.1946, "smiles": "[H]/N=C/N.CCN"}

***

Arrangement ii

{"formula": "C3H11N3", "method": "wB97M-V/def2-TZVPD", "elements": ["H", "N", "C", "N", "H", "H", "H", "C", "C", "N", "H", "H", "H", "H", "H", "H", "H"], "coordinates": [[-2.50531, 3.15840, 0.88859], [-1.75214, 3.07390, 1.56435], [-1.15405, 1.95890, 1.42239], [0.07305, 1.72303, 1.96823], [-1.68594, 1.10960, 0.99438], [0.45860, 0.79666, 1.93573], [0.33819, 2.35839, 2.70430], [1.52197, -1.89356, -1.60767], [0.47644, -0.82611, -1.29956], [-0.64346, -1.42108, -0.56122], [2.44789, -1.53161, -2.04753], [1.74192, -2.47394, -0.70501], [1.06111, -2.61518, -2.28512], [0.91607, 0.04188, -0.80327], [0.08768, -0.45807, -2.25309], [-0.32579, -2.21822, -0.02299], [-1.05622, -0.78299, 0.10747]], "e_lumo_ev": 0.8, "molar_mass_g_mol": 89.1, "e_homo_ha": -0.3422, "orbital_gap_ev": 10.1425, "smiles": "[H]/N=C/N.CCN"}

***

Arrangement iii

{"formula": "C3H11N3", "method": "wB97M-V/def2-TZVPD", "elements": ["C", "C", "N", "N", "H", "H", "H", "H", "H", "H", "H", "H", "C", "N", "H", "H", "H"], "coordinates": [[-0.99670, -1.82354, 0.02013], [-1.50502, -0.44514, -0.31151], [-0.66102, 0.69324, 0.57470], [-0.19417, 1.77178, -0.21375], [0.05183, -1.80316, 0.30900], [-1.49623, -2.23207, 0.89903], [-1.04779, -2.50314, -0.82717], [-1.52829, -0.23481, -1.38670], [-2.51840, -0.30843, 0.06243], [-1.30051, 1.13348, 1.24485], [0.36671, 2.39833, 0.35811], [-0.63511, 1.98898, -1.10552], [1.97165, 0.03551, 0.02448], [2.90751, 0.83812, -0.32808], [1.79932, -0.81183, -0.66982], [1.47997, -0.16546, 0.98254], [3.30626, 1.46816, 0.36727]], "e_lumo_ev": 1.1, "molar_mass_g_mol": 89.1, "e_homo_ha": -0.2884, "orbital_gap_ev": 8.9704, "smiles": "CCNN.C=N"}

***

Verdict on stability: arrangement iii comes out at the bottom.

***

Arrangement i

{"formula": "C3H11N3", "method": "wB97M-V/def2-TZVPD", "elements": ["C", "N", "C", "C", "N", "N", "H", "H", "H", "H", "H", "H", "H", "H", "H", "H", "H"], "coordinates": [[-1.05433, -0.29228, -1.13157], [-0.53543, 0.43144, 0.01488], [-1.49129, 0.80812, 1.03207], [0.91806, 0.80670, 0.04157], [1.52220, -0.34700, 0.66243], [1.87648, -1.36899, -0.33098], [-1.88265, 0.26381, -1.57381], [-1.34568, -1.30440, -0.83099], [-0.29186, -0.39660, -1.90204], [-0.99917, 1.38370, 1.81543], [-2.29729, 1.39210, 0.58411], [-1.92856, -0.09519, 1.47637], [1.00512, 1.65756, 0.72544], [1.26520, 0.97186, -0.98204], [0.40535, -0.63567, 0.99651], [2.73258, -1.06198, -0.78995], [2.10126, -2.21317, 0.19258]], "e_lumo_ev": 1.0, "molar_mass_g_mol": 89.1, "e_homo_ha": -0.2678, "orbital_gap_ev": 8.3304, "smiles": "CN(C)CNN"}

***

Arrangement ii

{"formula": "C3H11N3", "method": "wB97M-V/def2-TZVPD", "elements": ["C", "N", "C", "N", "N", "C", "H", "H", "H", "H", "H", "H", "H", "H", "H", "H", "H"], "coordinates": [[-0.59229, 1.09869, -1.84304], [-0.20217, -0.04694, -1.06015], [0.39164, 0.31263, 0.23868], [1.63677, 0.99327, -0.05385], [0.58236, -0.86454, 1.08228], [-0.69715, -1.36810, 1.66378], [-1.11038, 0.73330, -2.74612], [0.32136, 1.68663, -2.08131], [-1.35896, 1.78618, -1.41392], [-1.01975, -0.62534, -0.89029], [-0.20973, 1.00294, 0.85952], [2.15078, 0.30619, -0.62001], [2.11708, 1.09522, 0.84183], [1.11173, -1.57289, 0.56705], [-1.15851, -0.56059, 2.24395], [-0.51060, -2.25888, 2.28194], [-1.45217, -1.71779, 0.92966]], "e_lumo_ev": 1.1, "molar_mass_g_mol": 89.1, "e_homo_ha": -0.3345, "orbital_gap_ev": 10.2465, "smiles": "CNC(N)NC"}

***

Arrangement iii

{"formula": "C3H11N3", "method": "wB97M-V/def2-TZVPD", "elements": ["H", "N", "C", "N", "H", "H", "H", "C", "N", "C", "H", "H", "H", "H", "H", "H", "H"], "coordinates": [[-1.07943, -4.37424, -1.39607], [-1.22104, -3.37526, -1.50642], [-1.96187, -3.11525, -2.50291], [-2.57196, -1.88664, -2.66098], [-2.12707, -3.81828, -3.31578], [-3.52545, -1.73552, -2.92713], [-2.09978, -1.04088, -2.38618], [3.00248, 2.28256, 2.38918], [1.77505, 2.26842, 1.63133], [0.63576, 2.96714, 2.16511], [3.74503, 1.71132, 1.84688], [2.83098, 1.78849, 3.34927], [3.35410, 3.29924, 2.62378], [1.97113, 2.54623, 0.67830], [0.88263, 3.52171, 3.07224], [0.29071, 3.75245, 1.48685], [-0.25213, 2.33452, 2.24706]], "e_lumo_ev": 1.1, "molar_mass_g_mol": 89.1, "e_homo_ha": -0.3095, "orbital_gap_ev": 9.5661, "smiles": "[H]/N=C/N.CNC"}

***

Arrangement iv

{"formula": "C3H11N3", "method": "wB97M-V/def2-TZVPD", "elements": ["C", "N", "C", "H", "H", "H", "H", "H", "N", "C", "N", "H", "H", "H", "H", "H", "H"], "coordinates": [[-3.53813, 1.70398, -0.65500], [-2.33077, 1.35421, -0.70961], [-1.58107, 1.89481, -1.84409], [-4.15976, 1.38449, 0.18210], [-4.04348, 2.32436, -1.39219], [-1.84067, 1.46133, -2.80771], [-0.52742, 1.77108, -1.64162], [-1.74659, 2.97195, -1.88240], [1.98248, -0.33261, 1.27242], [1.77288, -1.74686, 1.04162], [2.94205, -2.55118, 0.83882], [2.85779, -0.14904, 1.73992], [1.96377, 0.19717, 0.41478], [1.15077, -2.14439, 1.83974], [1.09614, -1.80888, 0.18202], [3.43197, -2.40896, -0.02087], [3.26679, -3.14174, 1.57659]], "e_lumo_ev": 1.1, "molar_mass_g_mol": 89.1, "e_homo_ha": -0.3127, "orbital_gap_ev": 9.6026, "smiles": "C=NC.NCN"}

***

Verdict on stability: arrangement i comes out at the bottom.